# 1
This record from the OMol25 dataset describes a structure of composition C13H34N4O5P2Se2TeW. The level of theory is ωB97M-V/def2-TZVPD.

```
62
Properties=species:S:1:pos:R:3:forces:R:3
C 4.217 1.744 1.848 -0.0247 0.0014 -0.0058
O 1.009 1.768 0.337 0.2835 0.2003 0.0772
H 3.960 2.873 -1.966 -0.0054 -0.0084 -0.0006
N 3.247 1.205 -0.924 0.0685 -0.0482 -0.0660
Te -0.929 3.794 -1.082 0.0104 0.0952 -0.0585
H -6.082 -0.019 -0.896 -0.0142 0.0186 0.0066
H -3.538 3.077 -1.630 0.0088 0.0091 0.0795
H -3.531 -0.481 0.538 -0.0127 -0.0592 0.0073
C -3.321 0.114 -0.350 0.1042 0.2012 0.0480
C 4.300 0.256 -1.252 -0.0499 0.0268 -0.0074
N 0.544 -2.216 1.605 0.0311 -0.0482 0.0295
H 1.485 -4.465 -1.478 -0.0023 -0.0070 0.0016
H 1.465 -0.010 2.699 -0.0051 -0.0066 -0.0064
H -0.703 -3.913 1.897 0.0184 -0.0039 0.0044
P 2.200 0.902 0.280 -0.0404 0.0186 -0.0312
Se -1.263 1.364 2.169 0.0158 -0.0317 0.2043
H 2.026 1.527 3.324 -0.0029 0.0092 -0.0066
H 1.922 -3.748 2.104 0.0021 -0.0106 -0.0012
H 2.490 -3.044 -1.825 0.0074 -0.0029 -0.0006
H -3.084 1.607 -2.488 0.0084 -0.1224 0.0333
C 1.755 -3.466 -1.131 -0.0412 0.0280 -0.0338
P 0.447 -1.514 0.126 -0.0761 -0.0570 0.2325
N 3.113 0.807 1.654 0.0511 0.0316 0.0821
C -3.281 2.022 -1.504 -0.0313 0.1328 -0.0280
C 3.046 2.277 -1.891 0.0066 0.0052 0.0147
H 4.435 -0.458 -0.441 0.0028 0.0020 0.0052
H -6.842 2.114 -1.311 -0.0018 0.0029 0.0215
N 0.563 -2.634 -1.058 0.0233 -0.0810 -0.0706
H -5.146 0.139 -2.384 -0.0210 -0.0182 -0.0137
H -1.017 -1.855 -2.197 -0.0100 0.0113 0.0116
H -3.192 2.399 1.789 -0.0618 0.0183 0.0346
C -5.510 0.688 -1.515 -0.0404 0.1015 0.0071
C -0.667 -2.842 2.127 0.0060 -0.0011 -0.0077
H 2.993 0.058 3.610 0.0053 0.0038 -0.0030
H 5.244 0.784 -1.408 0.0056 0.0050 0.0055
W -1.540 1.346 -0.172 -0.2567 -0.7825 -0.3543
H -5.041 1.352 1.301 -0.0326 0.0005 -0.0128
H 2.632 -2.138 1.828 0.0126 0.0046 0.0018
C 2.359 0.581 2.890 0.0128 -0.0406 0.0053
H -5.430 2.761 0.282 -0.0008 -0.0003 -0.0214
H 3.867 2.714 2.217 -0.0138 -0.0030 0.0005
H 4.756 1.900 0.918 0.0090 -0.0104 -0.0045
C 1.775 -2.670 2.235 -0.0754 0.0455 -0.0194
H -1.544 -2.355 1.709 0.0002 0.0071 0.0063
Se -0.285 1.070 -2.318 -0.0899 0.0681 0.1536
O -3.476 2.658 0.890 0.1245 0.0953 -0.0041
C -4.678 1.996 0.494 0.0147 -0.0243 0.0764
O 1.789 -0.665 0.087 0.0918 0.0394 -0.0461
H 4.055 -0.293 -2.166 0.0031 0.0006 -0.0044
H 2.795 1.870 -2.872 0.0003 -0.0053 -0.0114
H -3.122 -0.536 -1.205 0.0012 -0.0515 0.0062
H 1.722 -2.465 3.306 0.0151 0.0001 0.0098
O -0.831 -0.774 -0.022 -0.0548 0.3710 -0.1496
H -0.690 -2.713 3.210 -0.0032 0.0050 0.0020
C -4.306 1.197 -0.738 -0.0118 -0.0620 -0.1864
H 0.482 -2.077 -3.102 0.0131 0.0086 -0.0033
C -0.155 -2.503 -2.323 0.0142 -0.0170 -0.0143
O -6.354 1.712 -2.034 0.0253 -0.0467 -0.0164
H 4.905 1.326 2.584 -0.0051 -0.0087 0.0034
H -0.491 -3.493 -2.639 0.0089 0.0038 0.0049
H 2.225 2.914 -1.575 -0.0166 -0.0048 0.0068
H 2.224 -3.561 -0.154 -0.0040 -0.0089 0.0058
```
Forces are in eV/Å.

**⟨S²⟩**: 2.021
**HOMO-LUMO gap (alpha / beta)**: 6.5 / 6.1 eV
**2S+1**: 3

=====

# 2
This record from the OMol25 dataset describes a structure of composition C13H36BFO3Si2. The level of theory is ωB97M-V/def2-TZVPD.

```
56
Properties=species:S:1:pos:R:3:forces:R:3
H -3.652 -2.893 0.351 -0.0179 0.0338 0.0076
C 3.232 -1.080 -2.047 0.0947 -0.0237 -0.0826
H 0.181 -1.288 1.542 0.8587 0.5324 -0.0423
C 0.881 -0.411 1.537 -0.6760 0.6098 0.2482
H 3.518 1.985 -3.710 -0.0559 -0.0277 -0.0075
C 3.495 0.891 -3.694 0.1019 0.0315 0.0905
H 0.501 0.267 0.731 0.4989 -0.5044 0.5143
H 2.242 4.601 5.137 0.0711 0.0289 -0.4599
C -4.772 -1.113 0.801 0.0438 -0.1468 0.0271
B 0.718 3.402 5.410 -1.3103 2.1485 -0.3146
H -3.200 0.807 -0.551 0.0186 -0.0324 0.0256
H 4.829 0.750 -5.388 0.0636 -0.0409 0.0364
H -4.487 -0.326 -2.404 0.0280 -0.0135 -0.0293
C -3.884 -1.937 -0.131 -0.0348 0.0246 -0.1249
C 4.759 0.369 -4.367 -0.0799 0.0266 -0.1524
H -0.086 -1.762 -2.882 -0.0340 0.0563 0.0624
C 2.071 -1.741 -2.792 0.0088 -0.0188 0.1403
H 2.618 0.595 -4.278 -0.0027 0.0028 0.0466
C 0.706 -1.238 -2.341 -0.0373 -0.0679 -0.1483
H 4.166 -1.563 -2.353 -0.0085 0.0294 0.0199
H -4.801 -0.264 2.787 0.0826 -0.0256 0.0351
H 2.120 -2.821 -2.619 0.0250 0.0307 -0.0459
Si 1.716 1.702 5.472 0.8197 -0.0210 -0.6454
H -5.699 -1.666 0.974 0.0021 0.0370 -0.0486
O 2.011 1.190 3.848 -2.2288 -0.5082 0.6626
H -3.862 -1.756 2.660 0.0324 0.0231 -0.0123
H 0.559 -1.416 -1.273 -0.0137 0.0485 -0.0195
H -3.510 1.014 -3.000 -0.0228 -0.0633 -0.0433
H 3.008 1.967 6.147 0.0923 -0.3108 -0.0876
H -4.454 -2.188 -1.031 0.0376 0.0053 0.0047
H -5.062 -0.172 0.324 0.0231 -0.0327 -0.0225
H 1.939 -0.691 1.347 -0.7972 0.0448 0.1209
H 3.129 -1.284 -0.976 -0.0191 -0.0123 -0.0282
F -0.625 1.617 2.899 1.7463 -1.3580 0.7326
C 3.352 0.433 -2.243 -0.1124 0.0197 0.0515
O -0.633 3.463 5.853 1.6390 0.1751 -1.3462
H 5.650 0.692 -3.825 -0.0064 -0.0492 0.0008
H 0.883 0.752 6.240 0.2263 -0.3131 -0.0956
C -2.708 0.092 -1.217 0.0724 -0.0901 -0.0591
C -3.461 0.024 -2.540 -0.0175 0.1479 0.0180
H 0.099 -0.455 4.225 -0.1840 0.2365 -0.0477
O 1.309 4.588 4.896 -0.8495 -1.3769 1.5138
H -1.112 2.735 5.434 -0.1472 -0.0753 0.4620
C -4.118 -0.826 2.146 -0.0815 0.1484 0.0386
H -2.958 -0.648 -3.240 -0.0455 -0.0126 0.0150
H -1.931 -1.149 0.351 -0.0253 -0.0178 -0.0048
H 2.480 0.928 -1.802 0.0147 -0.0247 0.0056
H 4.216 0.788 -1.671 -0.0144 0.0033 -0.0364
Si 0.603 0.480 3.198 0.2247 0.6856 -1.2385
H 0.585 -0.169 -2.533 -0.0140 -0.0185 0.0325
H -2.023 -1.945 -1.201 -0.0126 0.0330 0.0079
C -2.565 -1.267 -0.533 -0.0159 -0.0048 0.0932
H 2.178 -1.599 -3.871 0.0418 0.0110 0.0215
H -3.209 -0.232 2.033 -0.0086 -0.0140 0.0413
H -1.707 0.491 -1.407 -0.0278 0.0059 0.0544
H 4.766 -0.722 -4.423 0.0333 0.0245 0.0128
```
Forces are in eV/Å.

**HOMO-LUMO gap**: 10.4 eV

=====

# 3
This record from the OMol25 dataset describes a cluster of 4 separate species, C13H36BrN3O3 in total. The level of theory is ωB97M-V/def2-TZVPD.

```
56
Properties=species:S:1:pos:R:3:forces:R:3
H 3.752 1.506 6.158 -0.2807 0.0452 -0.0421
H -1.816 3.220 0.331 0.1981 1.6986 0.4996
H -0.435 4.019 -1.535 0.1500 -0.1202 0.3848
H 2.073 2.521 3.049 -0.6087 0.3068 0.0427
H 2.148 2.403 6.081 0.5697 0.3408 0.5840
C 0.095 -3.751 -4.517 0.0043 -1.0624 0.3166
Br -2.230 -0.452 0.259 0.5161 -0.0859 0.0861
N -0.230 -2.423 -3.832 0.4828 -1.2842 -1.4816
C 0.806 -1.471 -4.346 -0.5396 0.6325 -0.1450
C -1.660 -1.996 -4.258 0.5283 -0.2296 1.7767
H -0.718 -4.477 -4.514 -0.4144 0.5289 0.2734
H 1.792 -1.935 -4.347 -0.1825 0.0049 0.1478
C 0.470 1.037 2.630 -0.0584 0.0053 -0.8849
O -3.173 4.505 -1.530 0.7922 2.4351 0.4626
N -1.844 2.743 -0.559 -0.0836 1.9753 -0.6794
C 3.028 2.045 5.547 -2.0609 -0.4725 -0.9644
H 2.452 -0.520 5.981 -0.1716 0.5355 0.4631
H -0.537 2.363 -2.152 0.3081 -0.0888 0.1681
H 0.813 0.367 5.806 0.1859 -0.4134 0.2571
H 4.179 0.028 4.523 0.1018 -0.1792 -0.4162
C 1.363 1.872 3.562 -0.2778 -1.9949 1.3971
H -3.482 1.435 -2.477 0.1454 0.0801 -0.3108
H 0.527 -1.176 -5.358 0.1093 -0.0619 0.0335
H 1.437 -0.871 4.651 -0.4198 0.3579 -0.1276
H 3.231 -0.137 2.968 0.0412 -0.1931 0.2736
H -1.910 -1.060 -3.758 0.3685 0.2427 -0.2033
C -0.727 -3.655 -1.474 1.3259 1.0893 -2.2711
H 4.136 1.334 3.295 -0.2274 0.1722 0.2899
C -3.040 3.307 -1.352 -0.3567 -3.0635 -0.6768
H -1.779 -1.923 -5.339 0.3222 -0.2607 0.1976
H 1.012 0.545 1.823 0.5149 -0.5029 0.2036
H -1.025 -0.102 2.582 -0.7417 -0.4479 -0.4090
O -0.443 0.196 3.285 1.1188 -0.1894 1.0925
H -0.204 -3.788 -0.527 0.0091 0.4144 0.2205
H -2.302 -2.716 -3.750 -0.1220 -0.1953 -0.5377
H 0.184 2.601 -0.478 0.8431 0.2772 -0.4507
C 1.697 -0.066 5.338 0.3317 0.2123 -1.1529
C -0.496 2.969 -1.247 -1.6168 -0.6747 0.6459
H -0.594 -4.585 -2.026 0.0555 -0.1848 0.0336
H 0.777 -0.594 -3.699 0.1673 0.0176 -0.1451
H -0.215 -1.488 -1.990 -0.5903 -0.1336 0.3820
C 0.012 -2.498 -2.332 -0.4553 -0.6657 1.2147
H -4.580 1.829 -1.212 -0.0187 -0.4517 0.4348
C -3.946 2.283 -1.974 -0.5653 -0.3791 1.0502
N 2.345 1.055 4.552 2.1508 0.4523 -1.2314
H 1.085 -2.566 -2.155 0.1473 -0.3564 -0.4980
O -2.067 -3.403 -1.407 -0.7942 -0.3833 -0.1785
H 0.902 -4.277 -4.007 0.1217 0.4777 0.3591
H 0.631 2.283 4.258 0.4692 0.8475 0.0353
C 3.575 0.524 3.762 -1.4007 -0.1171 0.3443
H -1.898 1.852 -0.086 -0.4875 -1.8786 -1.1941
H -4.720 2.768 -2.569 0.6090 0.2243 -0.4777
H -0.208 1.662 2.048 0.6022 1.2700 -0.0175
H 0.431 -3.698 -5.552 -0.2636 0.8910 0.0200
H 3.493 2.852 4.981 -0.0613 -0.1417 0.0568
H -2.166 -2.496 -1.110 -0.4904 0.6768 0.7487
```
Forces are in eV/Å.

**⟨S²⟩**: 0.753
**HOMO-LUMO gap (alpha / beta)**: 2.8 / 7.7 eV
**Total charge**: +1
**2S+1**: 2

=====

# 4
This record from the OMol25 dataset describes a structure of composition C13H36F3KO19P4PtS. The level of theory is ωB97M-V/def2-TZVPD.

```
78
Properties=species:S:1:pos:R:3:forces:R:3
O 26.255 19.863 0.782 -1.4200 1.9881 -0.0577
C 31.354 12.520 -3.553 0.1607 -1.1705 -0.1445
C 26.430 7.187 3.200 -0.5705 1.3529 0.3298
H 25.689 17.837 1.068 0.0905 0.2955 -0.6093
P 24.304 7.189 4.879 -0.0446 -0.8488 -2.4500
H 25.225 14.836 5.286 0.6775 0.9044 -0.7080
P 22.909 13.237 4.867 0.8953 1.5951 -1.5484
S 24.442 10.890 -0.979 -5.7697 3.6962 1.4881
K 20.113 10.523 -4.557 0.0590 0.0698 -0.1282
F 26.852 11.667 0.198 -1.2124 -0.3459 1.3080
H 25.620 7.938 7.885 0.2596 -0.3943 0.2166
O 26.167 21.988 -0.670 0.0594 -1.1282 1.7112
P 33.939 12.588 -3.456 -0.8509 2.3368 -1.5906
H 25.846 7.042 2.291 0.7255 -1.1223 -0.2973
O 24.378 13.404 4.185 -1.6983 -0.6416 -0.8696
H 25.149 21.923 -2.402 0.1325 0.5460 -0.3971
H 34.649 10.362 -6.224 0.8905 0.8308 0.3511
H 26.414 8.276 3.205 0.2517 0.3444 0.6261
H 36.535 12.754 -1.604 -0.4091 0.9281 -0.2000
H 21.775 6.129 6.324 0.4496 0.3993 0.0165
C 24.869 23.407 1.896 -1.0546 2.0528 0.7216
O 23.583 10.670 0.207 1.4586 0.5310 -0.7715
H 27.458 6.868 3.377 -0.1728 -0.2864 -1.0768
H 22.219 4.481 5.961 0.2513 0.0498 0.0500
H 20.654 14.948 4.324 -0.4761 0.7421 0.2288
O 25.745 6.639 4.314 -2.2742 0.0650 1.1381
C 22.320 5.508 5.612 -0.9795 -0.7450 -0.4788
H 36.590 12.966 -3.437 0.0305 0.2448 0.3192
H 24.706 19.043 1.890 -0.0849 -0.1132 0.0048
H 30.686 11.661 -3.488 -0.6340 0.5014 0.5133
C 26.111 21.567 -2.032 -1.8044 -0.0808 -0.3704
H 31.456 12.621 -4.633 0.4537 0.5880 0.0442
H 23.970 23.311 2.505 -0.3922 -0.8551 -0.4480
H 26.180 6.593 6.849 -0.1152 0.1999 -0.3490
C 21.042 14.988 5.342 -0.6517 -0.9753 -0.7523
F 25.304 13.276 -0.084 0.6811 -2.2023 -0.4201
O 23.885 21.111 0.210 0.9256 -0.6093 0.4512
O 25.128 9.628 -1.227 2.7920 -2.9963 -1.0000
H 33.084 10.291 -5.687 -0.5399 0.2127 0.2415
C 25.723 18.797 1.583 -0.7298 0.0617 0.4344
H 23.076 12.905 8.351 -0.4436 -0.2506 -0.5014
H 24.563 13.123 7.454 0.1391 0.4705 0.8183
H 26.422 14.056 4.091 -0.6218 -0.0523 -0.1985
H 31.064 13.437 -3.041 -0.2015 -0.2085 -0.2211
H 20.549 14.144 5.824 0.5788 -0.5748 0.1604
H 23.353 14.399 7.418 -0.4745 -0.2039 -0.6216
H 20.685 15.799 5.976 0.9614 0.6223 -0.5255
H 25.786 13.355 5.641 0.7677 -0.6328 -0.3577
O 25.624 22.253 1.754 0.8437 -2.4332 -0.7010
C 23.491 13.318 7.432 2.0281 -0.5675 0.4493
H 25.386 24.126 2.531 0.7873 -0.0600 -0.4354
H 26.676 8.355 6.594 0.3752 -0.5528 -0.2162
H 26.930 21.971 -2.628 0.0213 -0.0427 0.4823
O 21.980 12.465 3.991 0.8327 0.6261 0.7122
C 25.564 13.948 4.754 -1.3034 0.2173 2.6039
O 32.537 11.980 -2.927 1.6846 0.0590 -0.1177
H 26.295 18.596 2.488 0.3569 0.5776 -0.0583
F 26.602 12.469 -1.683 -1.7843 -0.1196 0.1880
Pt 20.897 9.724 2.082 0.8571 0.2930 0.6640
H 34.282 10.147 -4.436 0.4770 -0.7005 -0.4247
H 21.832 5.540 4.638 -0.1666 0.1944 0.0165
C 25.912 12.161 -0.561 1.5648 1.6242 -1.6065
O 23.631 11.360 -2.107 1.9523 -0.3158 0.8969
O 33.972 14.100 -3.381 0.1968 -3.2749 -0.4822
O 22.482 14.843 5.138 0.0789 -2.5724 0.5706
C 34.054 10.670 -5.364 -1.0682 -1.8402 0.7847
H 37.042 11.507 -2.534 -0.0430 -0.3352 -0.6527
O 24.748 8.023 6.142 -1.5707 -0.3042 -1.4582
O 23.481 7.951 3.829 1.2743 -1.5211 2.4752
O 35.081 11.823 -2.656 -4.0797 -1.1395 -0.6178
C 25.896 7.645 6.872 0.4646 1.0429 1.6632
O 23.697 5.759 5.436 1.4672 2.3278 -0.4753
P 25.320 21.255 0.530 1.4603 0.1481 -1.2774
H 25.961 20.501 -2.199 0.8024 -0.3088 0.5083
H 24.625 23.873 0.941 0.0058 -0.0463 0.0434
O 33.982 12.014 -5.032 0.4983 2.6610 1.4569
C 36.332 12.333 -2.588 3.4304 0.3010 0.7378
O 23.181 12.538 6.250 -1.5094 0.8711 0.1906
```
Forces are in eV/Å.

**⟨S²⟩**: 2.037
**HOMO-LUMO gap (alpha / beta)**: 4.0 / 1.9 eV
**Total charge**: +2
**2S+1**: 3

=====

Electronic energy / eV: -188622.420, -39362.794, -94708.845, -128665.136
Max |F| / hartree/bohr: 0.017, 0.049, 0.061, 0.136